C28H36NOS4Sb2Se4Tc | the ωB97M-V functional and the def2-TZVPD basis

The geometry in XYZ format:
```
77
Properties=species:S:1:pos:R:3:lowdin_charge:R:1
C -4.217 1.844 -2.598 -0.05
C -3.184 -5.330 -1.368 -0.03
C 4.060 0.348 1.057 0.02
H -4.980 -5.986 -0.405 0.13
C -2.630 -3.035 -1.051 -0.35
H 3.927 -1.593 -4.168 0.13
H -2.011 2.284 -5.135 0.13
H 5.320 -2.464 0.545 0.12
C 2.509 -0.380 -3.109 -0.06
S -1.289 2.051 0.459 0.80
H -0.850 0.479 -3.935 0.10
H 2.855 -3.841 1.111 0.11
C -2.246 3.465 2.679 -0.41
C 2.377 -3.019 0.578 -0.01
H 1.977 4.611 3.257 0.11
C -4.604 -3.908 -0.038 -0.04
H -1.461 -4.411 -2.244 0.09
H -3.287 3.328 0.788 0.11
H 1.509 2.729 -0.572 0.08
H 3.088 0.527 -3.218 0.12
H -0.793 4.410 0.591 0.08
H 4.404 -2.955 -0.877 0.10
C -2.679 2.708 1.448 -0.44
C 2.225 -2.733 -3.538 -0.04
C -1.777 0.877 -3.542 -0.11
C 2.980 -1.573 -3.647 -0.03
H 1.598 4.398 0.008 0.11
C 0.992 -2.710 -2.897 -0.11
H 4.916 -1.277 -0.705 0.09
C 0.533 -1.513 -2.364 -0.36
H 0.408 -3.618 -2.841 0.09
C 0.256 3.639 4.057 -0.47
S 1.645 2.779 1.774 0.88
H 0.889 3.109 4.771 -0.01
C 3.028 -0.738 1.123 -0.47
H 2.588 -3.657 -3.968 0.13
H -1.783 4.423 2.455 0.09
H -3.987 -1.863 0.155 0.09
H 2.142 -3.350 -0.432 0.09
C 1.071 4.133 2.881 -0.41
C -2.350 0.373 -2.382 -0.38
C -3.759 -2.834 -0.268 -0.13
S -1.069 2.445 3.657 0.84
N 3.285 -1.880 0.510 -0.10
H -5.491 -3.771 0.564 0.13
C -4.314 -5.154 -0.583 -0.02
C -0.392 3.589 0.001 -0.41
H -4.025 0.408 -1.016 0.10
C -2.441 1.889 -4.224 -0.04
C 1.285 -0.346 -2.460 -0.15
Se 2.745 1.394 5.715 0.12
H 4.210 0.685 0.031 0.10
H -5.175 2.205 -2.250 0.12
C 1.104 3.436 0.154 -0.43
H 0.904 0.584 -2.050 0.09
Se 1.960 -1.803 4.318 0.19
H -4.168 3.151 -4.299 0.13
H -0.218 4.474 4.576 0.12
H 5.017 -0.022 1.427 0.11
H 0.540 4.863 2.275 0.09
Tc 0.135 0.895 2.119 0.29
H -2.966 -6.297 -1.800 0.13
C -2.326 -4.267 -1.612 -0.11
Sb 3.492 -0.089 7.425 0.88
Se 2.164 -2.241 6.546 0.17
Se 0.886 0.162 4.388 0.18
C -3.653 2.372 -3.754 -0.03
Sb -1.400 -1.318 -1.453 1.54
H -0.640 3.774 -1.045 0.11
H 1.466 -2.734 1.092 0.04
H -3.257 1.823 1.718 0.10
O 1.959 -0.593 1.798 -0.41
H 3.747 1.187 1.668 0.03
H -3.107 3.641 3.325 0.11
S -0.648 -0.876 0.865 0.23
C 4.553 -2.147 -0.165 0.00
C -3.569 0.835 -1.902 -0.15
```

Summary:
Strongest force on any atom: 0.03168 hartree/bohr
Highest occupied orbital energy (alpha / beta): -0.6677 / -0.6676 Eh
Gap between HOMO and LUMO (alpha / beta): 5.4 / 5.4 eV
Net charge: +4